# 1
{
  "formula": "C35H30BrCl10GaNO",
  "method": "ωB97M-V/def2-TZVPD",
  "symbols": ["C", "C", "C", "C", "Ga", "Br", "N", "C", "O", "H", "H", "H", "H", "H", "H", "H", "H", "H", "H", "Cl", "C", "C", "Cl", "C", "C", "C", "C", "H", "H", "H", "H", "Cl", "C", "C", "Cl", "C", "C", "C", "C", "H", "H", "H", "H", "Cl", "C", "C", "Cl", "C", "C", "C", "C", "H", "H", "H", "H", "Cl", "C", "C", "Cl", "C", "C", "C", "C", "H", "H", "H", "H", "Cl", "C", "C", "Cl", "C", "C", "C", "C", "H", "H", "H", "H"],
  "xyz": [[3.03634, -2.15357, -1.55143], [1.53256, -2.62720, -1.99550], [1.56811, -4.03803, -2.76300], [0.86933, -1.42226, -2.82958], [-1.21063, -1.41850, -2.80838], [-2.03794, 0.50082, -1.48727], [-1.99556, -3.09416, -2.20602], [-1.83451, -3.25824, -0.92592], [-1.34401, -3.71941, 0.14166], [3.45107, -1.34454, -2.27191], [2.90221, -1.62480, -0.53215], [3.73852, -3.05329, -1.48532], [0.94117, -2.75444, -1.01163], [1.84634, -4.83501, -1.96650], [0.55825, -4.37247, -3.18931], [2.39724, -4.10785, -3.56662], [1.29181, -1.36009, -3.90852], [1.17090, -0.44290, -2.28169], [-1.66821, -1.08772, -4.32830], [-1.34704, 3.52938, 1.56571], [-1.87836, 2.16873, 2.48963], [-1.71161, 2.09611, 3.87218], [-0.97113, 3.36707, 4.78215], [-2.15192, 0.97049, 4.56526], [-2.75953, -0.07836, 3.88258], [-2.93097, -0.00318, 2.50419], [-2.49059, 1.11804, 1.80917], [-2.02359, 0.90579, 5.64066], [-3.09956, -0.95396, 4.42600], [-3.40732, -0.81883, 1.97002], [-2.62755, 1.16798, 0.73200], [-1.79177, -9.94372, -2.54458], [-2.80586, -8.60231, -2.14362], [-2.38655, -7.28028, -2.29135], [-0.82333, -6.86956, -2.89986], [-3.24403, -6.23854, -1.94375], [-4.51630, -6.51339, -1.45305], [-4.93647, -7.83187, -1.31054], [-4.08218, -8.87410, -1.65487], [-2.92421, -5.20758, -2.05414], [-5.17994, -5.69875, -1.18220], [-5.92985, -8.04812, -0.93057], [-4.41623, -9.89989, -1.53972], [6.55039, 2.14465, 5.27749], [4.98141, 2.29032, 5.98642], [3.86603, 2.69143, 5.25196], [3.95439, 3.06424, 3.56775], [2.62632, 2.79998, 5.87816], [2.49756, 2.50697, 7.23168], [3.60897, 2.10173, 7.96346], [4.84854, 1.99429, 7.34162], [1.75497, 3.11326, 5.31379], [1.53011, 2.59445, 7.71532], [3.51004, 1.86982, 9.01895], [5.71110, 1.67899, 7.91906], [-0.96073, 4.61492, -4.42252], [-2.54106, 4.75813, -3.74015], [-3.64616, 5.14969, -4.49507], [-3.53186, 5.51265, -6.18111], [-4.89644, 5.25668, -3.88925], [-5.04527, 4.97153, -2.53593], [-3.94391, 4.57591, -1.78430], [-2.69454, 4.47011, -2.38548], [-5.76044, 5.56279, -4.46951], [-6.02052, 5.05764, -2.06791], [-4.05822, 4.35006, -0.72908], [-1.84052, 4.16196, -1.79155], [3.69050, 0.44326, 0.06190], [4.17946, 1.91261, -0.69914], [4.29905, 2.02651, -2.08236], [3.95471, 0.71126, -3.14823], [4.70704, 3.23449, -2.64561], [4.99173, 4.32602, -1.83121], [4.86714, 4.21328, -0.45024], [4.46235, 3.00817, 0.11416], [4.80458, 3.33023, -3.72174], [5.31049, 5.26416, -2.27383], [5.08616, 5.06406, 0.18698], [4.36948, 2.92624, 1.19164]],
  "mulliken_charge": [-0.467, 0.819, -1.087, -0.611, 0.201, -0.448, -0.325, 0.679, -0.588, -0.163, 0.019, 0.318, -0.073, 0.309, 0.141, 0.288, 0.262, 0.149, -0.321, -0.223, 0.132, 0.567, -0.219, -0.480, -0.402, -0.668, -0.094, 0.376, 0.360, 0.405, 0.170, -0.217, 0.440, 0.005, -0.196, -0.010, -0.765, -0.339, -0.481, 0.496, 0.393, 0.352, 0.374, -0.216, 0.451, 0.183, -0.273, -0.494, -0.478, -0.431, -0.423, 0.415, 0.371, 0.350, 0.383, -0.221, 0.211, 0.354, -0.218, -0.404, -0.469, -0.438, -0.326, 0.377, 0.357, 0.357, 0.409, -0.264, 0.048, 0.613, -0.233, -0.605, -0.396, -0.498, 0.288, 0.399, 0.356, 0.382, 0.005],
  "charge": -1
}

=====

# 2
{
  "formula": "C19H31NO2",
  "method": "ωB97M-V/def2-TZVPD",
  "symbols": ["C", "C", "C", "C", "O", "C", "C", "N", "C", "C", "C", "C", "C", "C", "C", "C", "C", "O", "C", "C", "C", "C", "H", "H", "H", "H", "H", "H", "H", "H", "H", "H", "H", "H", "H", "H", "H", "H", "H", "H", "H", "H", "H", "H", "H", "H", "H", "H", "H", "H", "H", "H", "H"],
  "xyz": [[0.93648, 4.23934, 1.60245], [1.28979, 3.92451, 0.15498], [0.10218, 3.38860, -0.64697], [-0.30335, 1.93526, -0.31422], [-0.89445, 1.92866, 0.96775], [-1.35876, 1.45716, -1.34182], [-1.67373, -0.03889, -1.21684], [-2.15583, -0.37316, 0.11850], [-1.68224, -1.64260, 0.64130], [-2.37252, -2.85518, 0.00937], [-3.88082, -2.74543, 0.21908], [-4.38144, -1.41765, -0.34417], [-3.59698, -0.25578, 0.27705], [0.91561, 1.02541, -0.36994], [1.36181, 0.36693, 0.76432], [2.45542, -0.48241, 0.73053], [3.13720, -0.68872, -0.46159], [4.23115, -1.48657, -0.63248], [4.69527, -2.27944, 0.43917], [3.83338, -3.51754, 0.67397], [2.70285, -0.01628, -1.60552], [1.61356, 0.82568, -1.55822], [0.52460, 3.35957, 2.08493], [0.19211, 5.03144, 1.64667], [1.82049, 4.56437, 2.14725], [2.10132, 3.19452, 0.12556], [1.64694, 4.83594, -0.33246], [0.34726, 3.43746, -1.70930], [-0.76771, 4.02266, -0.46688], [-1.38887, 1.09047, 1.02886], [-2.26513, 2.04354, -1.17761], [-1.01229, 1.64922, -2.35724], [-2.39718, -0.31034, -1.99877], [-0.75706, -0.60208, -1.40599], [-0.60017, -1.69363, 0.49612], [-1.88025, -1.64253, 1.71927], [-1.98966, -3.77204, 0.46043], [-2.14950, -2.88475, -1.05967], [-4.39416, -3.57915, -0.26474], [-4.09980, -2.79051, 1.28909], [-5.44424, -1.28928, -0.13334], [-4.25362, -1.41277, -1.42911], [-3.91716, 0.69281, -0.15858], [-3.80446, -0.22086, 1.35204], [0.84777, 0.52650, 1.70004], [2.76137, -0.96687, 1.64488], [4.77873, -1.68323, 1.35649], [5.70152, -2.58260, 0.13557], [3.78683, -4.11080, -0.23589], [4.26573, -4.12046, 1.46789], [2.82032, -3.23839, 0.95357], [3.24519, -0.17242, -2.52503], [1.30656, 1.33235, -2.46074]],
  "mulliken_charge": [-1.219, -0.286, -1.156, 1.334, -0.715, -1.547, -1.092, 0.580, -0.893, -0.620, -0.758, -0.554, -1.045, -0.832, -0.517, -0.294, 0.758, -0.479, -0.411, -0.933, -1.118, 0.099, 0.256, 0.310, 0.379, 0.157, 0.436, 0.326, 0.558, 0.415, 0.467, 0.462, 0.468, 0.617, 0.322, 0.353, 0.388, 0.280, 0.375, 0.306, 0.371, 0.286, 0.362, 0.414, 0.586, 0.428, 0.334, 0.315, 0.304, 0.350, 0.248, 0.428, 0.398],
  "de_lowest_kcal_mol": 17.9,
  "smiles": "CCC[C@@](O)(CCN1CCCCC1)c1ccc(OCC)cc1"
}

=====

# 3
{
  "formula": "C4H15N2O",
  "method": "ωB97M-V/def2-TZVPD",
  "symbols": ["C", "C", "C", "C", "N", "N", "H", "H", "H", "H", "H", "H", "H", "H", "H", "H", "H", "H", "H", "H", "H", "O"],
  "xyz": [[-1.61387, -1.01169, -1.30267], [-1.86560, -0.38627, 0.06873], [-0.72555, -0.51849, 1.06691], [1.77824, -0.29797, 1.18669], [0.49258, 0.19599, 0.58139], [-0.55546, -0.32781, -2.07415], [-1.35649, -2.06815, -1.22352], [-2.57998, -0.97357, -1.80449], [-2.68272, -0.95103, 0.52100], [-2.17187, 0.65771, 0.03473], [-0.91634, -0.02423, 2.02261], [-0.51906, -1.54610, 1.35027], [2.44752, -0.58926, 0.38369], [2.36054, 0.44778, 1.72161], [1.53234, -1.08318, 1.87301], [0.36074, 1.21548, 0.61135], [0.64888, 0.06990, -0.41222], [-0.82802, -0.17776, -3.03790], [0.21842, -0.93098, -2.16973], [2.59854, 2.62669, 0.68985], [1.62292, 3.20445, -0.34460], [1.75425, 2.46851, 0.25744]],
  "mulliken_charge": [-0.499, -0.524, -0.894, -0.925, -0.024, -0.633, 0.280, 0.373, 0.316, 0.333, 0.396, 0.458, 0.372, 0.308, 0.368, 0.484, 0.351, 0.239, 0.252, 0.278, 0.288, -0.597],
  "de_lowest_kcal_mol": 21.3,
  "charge": 1
}

=====

| no. | E_HOMO (eV) | LUMO level (eV) |
| --- | --- | --- |
| 1 | -5.3325 | 2.03 |
| 2 | -8.1630 | 0.80 |
| 3 | -13.6656 | -2.77 |